(1)
85
Properties=species:S:1:pos:R:3 method="wB97M-V/def2-TZVPD" total_energy_ev=-63878.30861 de_lowest_kj_mol=79.8 fmax_ev_per_a=1.111 homo_energy_ev=-1.08 total_charge=-2
Cs -0.70697 1.18920 0.53835
O -2.54641 -1.21601 0.75740
C -2.68951 -0.77494 1.93158
N -2.70999 0.47687 2.27051
C -3.11294 0.92812 3.52334
C -4.44420 0.74287 3.91080
C -4.94913 1.24209 5.10364
C -4.10648 1.95642 5.93937
C -2.78295 2.16657 5.57688
C -2.23696 1.66602 4.37639
N -0.92697 1.80904 3.97010
C 0.00796 2.35453 4.72299
O -0.04724 2.89631 5.85722
C 1.39777 2.27455 4.10481
C 2.46348 2.86390 4.79337
C 3.74733 2.72817 4.29946
C 3.94111 2.01693 3.12205
C 2.82341 1.48632 2.49353
N 1.58941 1.60549 2.97038
C -2.88790 -1.82764 3.01479
C -4.07378 -2.56837 3.02938
C -4.27124 -3.51480 4.01423
C -3.27339 -3.71398 4.96115
C -2.12444 -2.94674 4.85234
N -1.92635 -2.03045 3.91201
H -5.09013 0.19033 3.23657
H -5.99149 1.08728 5.36774
H -4.47978 2.35924 6.87664
H -2.12361 2.71824 6.22711
H 2.25078 3.40413 5.70436
H 4.59280 3.16658 4.81946
H 4.93143 1.87964 2.70470
H 2.91430 0.93737 1.55996
H -4.81978 -2.38438 2.26609
H -5.18915 -4.09221 4.04757
H -3.39017 -4.45147 5.74514
H -1.31250 -3.07991 5.56288
C 2.70386 2.35832 -6.79928
C 3.25596 3.18976 -5.63761
C 4.75055 3.46331 -5.78398
C 5.55739 2.18183 -5.61009
C 5.16309 1.48112 -4.33563
C 6.04780 0.62334 -3.71012
C 5.68389 -0.00456 -2.52908
F 6.58315 -0.84144 -1.95236
C 4.46957 0.21008 -1.93906
C 3.56302 1.08136 -2.54868
C 2.26872 1.33276 -1.87332
O 1.99079 0.79953 -0.80724
C 1.39514 2.25329 -2.57519
C 1.77047 2.78666 -3.74598
N 2.98540 2.55437 -4.35794
C 3.89739 1.70899 -3.76336
C 0.05344 2.60327 -1.90406
O -0.96134 2.11530 -2.42953
O 0.15929 3.32472 -0.89913
H 2.82796 2.89766 -7.74086
H 1.64322 2.15785 -6.64697
H 3.21909 1.39995 -6.87073
H 2.73130 4.14821 -5.63366
H 5.05014 4.18196 -5.01726
H 4.94317 3.90606 -6.76302
H 6.62336 2.41590 -5.58035
H 5.40396 1.52022 -6.46826
H 7.02749 0.44522 -4.13647
H 4.18057 -0.26667 -1.01167
H 1.11680 3.46051 -4.28757
N 0.55013 -3.17048 -1.22718
C -0.55788 -3.42773 -1.44130
N -1.81043 -3.73471 -1.75914
C -2.86090 -2.70885 -1.60448
C -4.19857 -3.31150 -2.00968
C -4.58805 -4.49196 -1.09725
C -3.33825 -5.19672 -0.54527
C -2.22635 -5.12669 -1.58675
H -2.61233 -1.86177 -2.24497
H -2.89148 -2.32215 -0.58220
H -4.14711 -3.64152 -3.05163
H -4.95952 -2.53288 -1.95497
H -5.19462 -5.20685 -1.66118
H -5.20117 -4.13405 -0.26791
H -3.55918 -6.23495 -0.28834
H -2.99623 -4.68903 0.35911
H -2.59707 -5.51920 -2.54234
H -1.36196 -5.72316 -1.30033

---

(2)
85
Properties=species:S:1:pos:R:3 method="wB97M-V/def2-TZVPD" total_energy_ev=-62086.79523 de_lowest_kj_mol=133.5 fmax_ev_per_a=3.951 homo_energy_ev=-4.00 total_charge=-1
Cs -0.68921 -0.33548 -1.03844
O 0.26290 -5.32731 -0.97409
C -0.17974 -4.21341 -0.60647
N 0.60071 -3.12714 -0.39216
C 1.95113 -3.39696 -0.18804
C 2.54044 -2.87414 1.12134
C 1.91853 -3.13758 2.38266
C 2.49413 -2.68353 3.52166
C 3.69241 -1.98288 3.46178
C 4.28443 -1.80881 2.23348
N 3.69029 -2.27001 1.13025
C -1.65247 -4.03375 -0.41395
C -2.47647 -5.21988 -0.23590
C -3.86518 -5.12497 -0.10244
C -4.40571 -3.86870 -0.21612
C -3.55538 -2.76767 -0.32109
N -2.21410 -2.84367 -0.52864
H 2.57042 -2.91569 -0.97999
H 2.08378 -4.50142 -0.24982
H 0.93927 -3.72424 2.38772
H 2.04793 -2.93763 4.47050
H 4.15657 -1.58821 4.37418
H 5.21757 -1.29434 2.05948
H -1.98566 -6.19570 -0.23493
H -4.50436 -5.98730 0.02121
H -5.45186 -3.53876 -0.13844
H -3.98186 -1.77359 -0.30228
O 4.07822 5.37808 -4.75484
N 4.45674 4.29567 -5.26268
O 5.33990 4.12000 -6.17338
C 3.86109 3.07001 -4.69387
C 4.07647 1.92107 -5.43566
C 3.18341 0.83642 -5.28511
C 3.05261 -0.22591 -6.20138
C 2.16853 -1.23070 -5.99528
C 1.30124 -1.17241 -4.86089
N 1.36496 -0.18712 -4.02082
C 2.26478 0.80914 -4.12371
C 2.29107 1.90373 -3.19789
N 1.54717 1.82614 -2.07529
C 1.72208 2.72894 -1.10376
C 2.69997 3.77276 -1.18558
C 3.40756 3.91585 -2.39204
C 3.19114 2.98463 -3.41332
H 4.87792 1.89899 -6.18593
H 3.68004 -0.22654 -7.13896
H 2.00580 -2.09309 -6.63287
H 0.57687 -1.93840 -4.61408
H 1.03797 2.61999 -0.29132
H 2.90821 4.38975 -0.27929
H 4.14111 4.75968 -2.51018
C -5.61682 0.20400 -2.11017
C -4.32363 0.92984 -1.99153
C -3.82424 1.03196 -3.48888
C -4.73365 2.19612 -1.19513
O -3.41461 0.22313 -1.20987
H -6.28031 0.56599 -2.88231
H -6.18944 0.29609 -1.18696
H -5.41920 -0.88378 -2.28384
H -4.21645 1.95633 -3.96127
H -4.09647 0.12419 -4.04260
H -2.69478 1.10108 -3.52569
H -5.58444 2.67104 -1.76276
H -3.89193 2.85641 -0.98763
H -5.13039 1.87441 -0.24153
N 0.52887 0.66579 10.51429
C 0.31008 0.92439 9.40522
C 0.15314 1.07840 7.99975
C -0.57621 2.17842 7.58177
C -0.72251 2.44635 6.21385
C -0.35097 1.40443 5.29439
C 0.39798 0.24720 5.71008
C 0.63662 0.12062 7.05673
N -0.56971 1.68482 3.91742
C -1.21870 2.83801 3.40354
C -1.32103 2.58659 2.06132
N -0.69093 1.41431 1.71195
C -0.28665 0.92298 2.85220
H -0.97589 2.80088 8.40468
H -1.35360 3.28114 5.79943
H 0.79053 -0.43546 4.98401
H 1.12972 -0.82453 7.45920
H -1.71117 3.67267 3.89259
H -1.85024 3.13506 1.28418
H 0.37366 0.02723 2.91025